[1]
C4H10O2 | ωB97M-V with the def2-TZVPD basis set

Structure (ORCA input):
```
! RIJCOSX wB97M-V def2-TZVPD def2/J DEFGRID3
* xyz 0 1
O -1.001 0.697 1.463
O -0.834 -1.692 0.466
C 0.303 1.415 -0.426
C 1.385 -1.572 -0.415
C 0.159 -1.017 0.263
C 0.172 0.434 0.741
H 1.534 -1.099 -1.392
H -0.508 1.264 -1.146
H 1.050 0.549 1.400
H -3.115 0.633 -0.826
H 0.221 2.433 -0.036
H -1.497 -0.143 1.460
H 2.277 -1.369 0.187
H 1.264 1.317 -0.941
H -2.677 0.800 -0.247
H 1.266 -2.649 -0.550
*
```

Output
molar mass: 90.1 g mol⁻¹
LUMO: 0.8 eV
gap between HOMO and LUMO: 0.408 hartree
energy above the lowest of the compared OMol25 structures with the same formula, charge and spin: 127.7 kJ/mol

[2]
C4H10O2 | ωB97M-V with the def2-TZVPD basis set

Structure (ORCA input):
```
! RIJCOSX wB97M-V def2-TZVPD def2/J DEFGRID3
* xyz 0 1
O 1.382 0.153 0.281
O -2.208 -1.045 -0.031
C 0.310 -0.895 0.257
C -1.025 1.035 0.419
C 1.963 0.554 -0.963
C -1.140 -0.442 0.715
H 1.208 0.773 -1.730
H -1.484 1.687 1.154
H 0.075 1.208 0.419
H 2.633 -0.234 -1.318
H -2.429 -1.928 0.305
H 2.576 1.468 -0.855
H 0.182 -1.244 -0.770
H -1.346 -0.650 1.778
H 0.713 -1.642 0.932
H -1.409 1.204 -0.592
*
```

Output
molar mass: 90.1 g mol⁻¹
LUMO: 0.9 eV
gap between HOMO and LUMO: 0.386 hartree
energy above the lowest of the compared OMol25 structures with the same formula, charge and spin: 219.3 kJ/mol

[3]
C4H10O2S | ωB97M-V with the def2-TZVPD basis set

Structure (ORCA input):
```
! RIJCOSX wB97M-V def2-TZVPD def2/J DEFGRID3
* xyz 0 1
S 2.804 -0.270 0.035
O 0.293 1.290 0.838
O -1.175 -0.569 0.920
C -0.169 1.884 -0.372
C 1.103 -0.866 -0.078
C 0.151 -0.100 0.901
C -1.700 -1.013 -0.355
H 0.803 -0.688 -1.106
H -1.158 -1.861 -0.695
H -1.707 -0.217 -1.087
H 0.565 -0.292 1.863
H -1.243 1.744 -0.581
H 0.973 -1.941 0.064
H 0.357 1.488 -1.235
H 0.024 2.995 -0.250
H -2.720 -1.352 -0.194
H 2.798 -0.233 1.333
*
```

Output
molar mass: 122.2 g mol⁻¹
LUMO: 0.8 eV
gap between HOMO and LUMO: 0.366 hartree
energy above the lowest of the compared OMol25 structures with the same formula, charge and spin: 193.8 kJ/mol

[4]
C4H10O3 | ωB97M-V with the def2-TZVPD basis set

Structure (ORCA input):
```
! RIJCOSX wB97M-V def2-TZVPD def2/J DEFGRID3
* xyz -2 1
O 1.401 1.908 -0.288
O -2.331 -3.007 -0.412
O 3.010 2.448 1.523
C 0.238 1.340 0.160
C -0.185 -0.037 -0.419
C -1.442 -2.178 -0.948
C -1.263 -1.022 0.076
H -0.622 1.886 -0.359
H -0.343 0.196 -1.508
H 2.361 2.699 2.155
H 0.376 1.250 1.330
H -1.681 -1.795 -2.021
H 2.352 2.028 0.680
H -1.264 -1.533 1.142
H 0.660 -0.780 -0.334
H -0.362 -2.738 -1.073
H -2.197 -0.629 0.190
*
```

Output
molar mass: 106.1 g mol⁻¹
LUMO: 6.9 eV
gap between HOMO and LUMO: 0.233 hartree
energy above the lowest of the compared OMol25 structures with the same formula, charge and spin: 169.6 kJ/mol

[5]
C4H10O3 | ωB97M-V with the def2-TZVPD basis set

Structure (ORCA input):
```
! RIJCOSX wB97M-V def2-TZVPD def2/J DEFGRID3
* xyz 0 1
O 3.199 0.432 0.077
O -0.251 -0.824 -0.384
O 1.613 -0.900 2.846
C -2.401 -0.653 0.439
C -1.607 0.847 -1.389
C -0.689 1.486 -2.120
C -1.470 -0.205 -0.390
H -3.252 -0.061 0.757
H 1.175 -1.721 2.617
H 0.358 -0.500 -1.049
H -2.612 1.194 -1.603
H 1.648 -0.788 3.797
H -2.360 -1.564 1.013
H 0.378 1.396 -1.917
H -0.934 1.894 -3.091
H 3.259 -0.124 0.832
H 3.943 0.091 -0.435
*
```

Output
molar mass: 106.1 g mol⁻¹
LUMO: 0.7 eV
gap between HOMO and LUMO: 0.339 hartree
energy above the lowest of the compared OMol25 structures with the same formula, charge and spin: 237.8 kJ/mol

[6]
C4H10O3 | ωB97M-V with the def2-TZVPD basis set

Structure (ORCA input):
```
! RIJCOSX wB97M-V def2-TZVPD def2/J DEFGRID3
* xyz 0 1
O 2.381 -1.110 2.219
O -4.609 -1.975 -0.667
O 0.832 0.749 -2.295
C 0.256 1.050 0.080
C 1.337 1.096 1.265
C 1.542 -0.378 1.716
C 1.006 0.215 -1.028
H 0.846 -1.096 1.230
H -0.515 0.418 0.478
H -4.895 -1.093 -0.280
H 2.294 1.441 0.859
H 1.199 0.207 -3.106
H 0.854 1.445 2.253
H 0.018 2.108 -0.225
H 2.086 0.428 -0.936
H 0.657 -0.801 -0.807
H -5.290 -2.706 -0.757
*
```

Output
molar mass: 106.1 g mol⁻¹
LUMO: 0.7 eV
gap between HOMO and LUMO: 0.369 hartree
energy above the lowest of the compared OMol25 structures with the same formula, charge and spin: 340.7 kJ/mol

[7]
C4H10O3 | ωB97M-V with the def2-TZVPD basis set

Structure (ORCA input):
```
! RIJCOSX wB97M-V def2-TZVPD def2/J DEFGRID3
* xyz 0 1
O -1.406 0.318 -2.393
O 1.879 0.387 1.222
O -0.144 -2.093 -1.675
C 0.543 0.128 1.324
C -0.267 2.377 0.583
C -0.231 1.058 0.469
C 0.091 -1.005 1.881
H -0.818 0.157 -3.139
H -1.402 -0.542 -1.948
H 0.779 -1.788 2.179
H -0.654 3.025 -0.190
H 0.561 -1.747 -2.237
H 0.063 2.851 1.502
H -0.693 0.572 -0.380
H 0.267 -2.227 -0.817
H 2.389 -0.212 1.771
H -0.957 -1.259 1.846
*
```

Output
molar mass: 106.1 g mol⁻¹
LUMO: 0.5 eV
gap between HOMO and LUMO: 0.345 hartree
energy above the lowest of the compared OMol25 structures with the same formula, charge and spin: 217.3 kJ/mol

[8]
C4H10O3 | ωB97M-V with the def2-TZVPD basis set

Structure (ORCA input):
```
! RIJCOSX wB97M-V def2-TZVPD def2/J DEFGRID3
* xyz 0 1
O 2.334 0.863 -1.265
O 0.970 2.260 -2.369
O -1.619 -3.514 -0.771
C -0.627 0.227 1.759
C 0.530 0.308 0.785
C 0.115 1.153 -0.432
C 1.151 1.496 -1.465
H -0.278 0.383 2.778
H -0.768 0.630 -0.822
H -1.189 -0.696 1.704
H 0.723 -0.671 0.329
H -1.810 -4.391 -0.424
H -0.258 2.118 -0.082
H -1.280 1.103 1.622
H -2.492 -3.088 -0.778
H 3.019 1.270 -1.812
H 1.478 0.551 1.243
*
```

Output
molar mass: 106.1 g mol⁻¹
LUMO: 0.7 eV
gap between HOMO and LUMO: 0.405 hartree
energy above the lowest of the compared OMol25 structures with the same formula, charge and spin: 39.6 kJ/mol

[9]
C4H10O3 | ωB97M-V with the def2-TZVPD basis set

Structure (ORCA input):
```
! RIJCOSX wB97M-V def2-TZVPD def2/J DEFGRID3
* xyz 0 1
O 1.176 -1.916 1.194
O -0.163 2.893 1.055
O 2.058 -0.953 -3.539
C -1.595 0.876 0.793
C 0.626 -0.735 0.508
C -0.659 -0.245 1.313
C -0.997 2.176 0.377
H 1.305 0.153 0.451
H -0.237 -0.111 2.335
H 0.412 -1.047 -0.604
H -2.241 0.419 0.051
H -1.426 2.544 -0.624
H 2.168 -1.597 -4.286
H -2.355 1.228 1.630
H -1.162 -1.202 1.332
H 2.011 -1.563 1.615
H 1.081 -0.919 -3.601
*
```

Output
molar mass: 106.1 g mol⁻¹
LUMO: 0.5 eV
gap between HOMO and LUMO: 0.386 hartree
energy above the lowest of the compared OMol25 structures with the same formula, charge and spin: 246.6 kJ/mol

[10]
C4H10O3 | ωB97M-V with the def2-TZVPD basis set

Structure (ORCA input):
```
! RIJCOSX wB97M-V def2-TZVPD def2/J DEFGRID3
* xyz 0 1
O -0.821 -0.024 2.395
O 1.210 2.024 -0.518
O 2.007 -0.614 1.682
C -0.409 -1.173 -1.628
C -1.162 -0.100 -1.295
C -1.034 -0.524 1.150
C -1.457 0.232 0.108
H -2.163 1.053 0.148
H 2.816 -0.204 1.347
H 0.814 1.363 -1.104
H -1.763 0.409 -2.040
H 0.121 -0.126 2.547
H 0.328 -1.539 -0.926
H -0.375 -1.597 -2.621
H 1.446 -0.489 0.891
H -0.678 -1.522 0.928
H 1.122 2.831 -1.065
*
```

Output
molar mass: 106.1 g mol⁻¹
LUMO: 0.3 eV
gap between HOMO and LUMO: 0.321 hartree
energy above the lowest of the compared OMol25 structures with the same formula, charge and spin: 270.5 kJ/mol

[11]
C4H10O3 | ωB97M-V with the def2-TZVPD basis set

Structure (ORCA input):
```
! RIJCOSX wB97M-V def2-TZVPD def2/J DEFGRID3
* xyz 0 1
O -0.844 0.695 -1.543
O -1.899 0.509 0.984
O 2.381 0.435 0.354
C 1.500 0.336 -0.747
C -0.566 -1.555 0.477
C -0.024 0.816 -0.398
C -0.474 -0.062 0.729
H -1.113 -1.771 -0.445
H 2.473 1.373 0.584
H -2.546 -0.173 0.737
H -1.107 -2.034 1.299
H 1.539 -0.680 -1.147
H 0.426 -2.011 0.416
H 0.073 0.154 1.649
H -1.687 1.119 -1.301
H 1.842 0.985 -1.560
H 0.025 1.864 -0.089
*
```

Output
molar mass: 106.1 g mol⁻¹
LUMO: 0.8 eV
gap between HOMO and LUMO: 0.393 hartree
energy above the lowest of the compared OMol25 structures with the same formula, charge and spin: 141.3 kJ/mol

[12]
C4H10O4 | ωB97M-V with the def2-TZVPD basis set

Structure (ORCA input):
```
! RIJCOSX wB97M-V def2-TZVPD def2/J DEFGRID3
* xyz -1 2
O 2.034 1.935 -0.758
O 1.357 -1.682 1.057
O -1.619 -0.788 1.608
O -0.615 -2.229 -1.812
C -1.643 0.246 0.956
C -0.471 1.140 0.756
C -0.353 1.489 -0.747
C 1.139 1.068 -0.973
H -1.115 1.151 -1.460
H -0.540 1.919 1.520
H 1.174 -2.062 1.934
H 0.459 -1.660 0.689
H -0.267 -1.558 -1.185
H -0.104 -3.035 -1.796
H 1.306 0.113 -1.486
H -2.595 0.477 0.391
H 0.376 0.533 1.119
H -0.373 2.576 -0.920
*
```

Output
molar mass: 122.1 g mol⁻¹
LUMO (alpha / beta): 3.6 / 3.5 eV
gap between HOMO and LUMO (alpha / beta): 0.122 / 0.273 hartree
energy above the lowest of the compared OMol25 structures with the same formula, charge and spin: 135.3 kJ/mol

[13]
C4H10O4 | ωB97M-V with the def2-TZVPD basis set

Structure (ORCA input):
```
! RIJCOSX wB97M-V def2-TZVPD def2/J DEFGRID3
* xyz -1 2
O 1.293 -2.743 -1.166
O -2.604 0.648 -0.897
O 2.087 1.283 0.137
O 0.347 -1.441 2.416
C -1.932 -0.155 -0.306
C 1.228 1.976 -0.451
C -0.533 0.232 0.073
C -0.152 1.612 -0.443
H 1.484 2.710 -1.282
H -0.564 -1.074 2.130
H -0.828 2.314 0.091
H 0.382 -0.262 -0.070
H 2.023 -2.281 -0.913
H 1.098 -1.305 1.748
H -2.421 -1.221 -0.166
H -0.570 1.831 -1.442
H 0.494 -2.563 -0.675
H -0.834 0.439 1.216
*
```

Output
molar mass: 122.1 g mol⁻¹
LUMO (alpha / beta): 3.4 / 3.4 eV
gap between HOMO and LUMO (alpha / beta): 0.114 / 0.257 hartree
energy above the lowest of the compared OMol25 structures with the same formula, charge and spin: 231.4 kJ/mol

[14]
C4H10O4 | ωB97M-V with the def2-TZVPD basis set

Structure (ORCA input):
```
! RIJCOSX wB97M-V def2-TZVPD def2/J DEFGRID3
* xyz 0 1
O 2.254 -0.532 -1.169
O -0.604 0.389 0.859
O 0.851 0.382 0.643
O 3.423 -1.308 -0.931
C 1.370 -0.794 -0.066
C 0.441 -1.859 -0.713
C -2.598 1.536 0.529
C -1.114 1.724 0.538
H 0.078 -2.613 -0.046
H 0.993 -2.413 -1.530
H -0.882 2.405 1.302
H -3.042 2.548 0.667
H -2.872 0.821 1.342
H -0.382 -1.423 -1.182
H 1.863 -1.330 0.814
H -2.908 1.183 -0.486
H 3.896 -0.974 -0.131
H -0.766 2.259 -0.439
*
```

Output
molar mass: 122.1 g mol⁻¹
LUMO: 0.9 eV
gap between HOMO and LUMO: 0.393 hartree
energy above the lowest of the compared OMol25 structures with the same formula, charge and spin: 742.7 kJ/mol

[15]
C4H10O4 | ωB97M-V with the def2-TZVPD basis set

Structure (ORCA input):
```
! RIJCOSX wB97M-V def2-TZVPD def2/J DEFGRID3
* xyz 0 1
O 1.821 -1.445 -0.790
O 2.498 0.432 0.199
O -2.304 1.821 0.357
O 0.310 -0.892 -3.557
C -0.231 0.792 1.180
C 1.690 -0.455 0.137
C -1.768 0.716 1.109
C 0.408 -0.608 0.906
H 0.168 1.018 2.171
H -2.054 -0.152 0.525
H -0.240 -1.178 0.230
H 0.462 -0.716 -2.609
H 2.676 -1.284 -1.221
H -1.797 2.610 0.571
H -0.056 -1.788 -3.546
H -2.239 0.760 2.086
H 0.070 1.502 0.415
H 0.586 -1.131 1.836
*
```

Output
molar mass: 122.1 g mol⁻¹
LUMO: 0.6 eV
gap between HOMO and LUMO: 0.409 hartree
energy above the lowest of the compared OMol25 structures with the same formula, charge and spin: 57.7 kJ/mol